3 unconnected molecules or ions with the total composition C19H22F3IO3 in a non-equilibrium geometry. Source: the Open Molecules 2025 dataset; level of theory: ωB97M-V/def2-TZVPD.

Geometry as XYZ:
```
48
Properties=species:S:1:pos:R:3:lowdin_charge:R:1
C -0.530 2.386 -0.439 -0.0829
C 0.236 1.292 -1.201 -0.1531
C 1.408 0.785 -0.397 -0.3608
F 2.353 1.795 -0.226 0.0434
O 2.015 -0.297 -1.070 0.0529
C 3.102 -0.793 -0.375 -0.5508
O 4.223 -0.534 -0.694 0.2060
O 2.752 -1.649 0.608 -0.0129
C 2.984 -1.194 1.963 -0.1419
C 1.903 -1.764 2.887 -0.2747
C 0.542 -1.966 2.214 -0.6637
I -1.033 -1.952 3.657 0.7654
H -1.585 2.407 -0.712 0.0732
H -0.455 2.230 0.643 0.0699
H -0.086 3.365 -0.642 0.0822
H 0.608 1.664 -2.159 0.1274
H -0.407 0.433 -1.412 0.1244
H 1.089 0.498 0.613 0.1394
H 3.025 -0.101 1.983 0.1328
H 3.966 -1.559 2.284 0.1325
H 2.235 -2.739 3.260 0.1123
H 1.815 -1.100 3.752 0.0893
H 0.481 -2.948 1.743 0.0402
H 0.314 -1.227 1.451 0.0224
F -2.117 3.720 2.126 0.0479
C -3.158 4.389 1.589 -0.2922
C -3.027 5.741 1.348 -0.0168
C -4.101 6.420 0.789 -0.0831
C -5.275 5.746 0.483 -0.0965
C -5.378 4.385 0.736 -0.0835
C -4.312 3.693 1.294 -0.0193
H -2.103 6.245 1.596 0.1178
H -4.017 7.480 0.592 0.1048
H -6.108 6.281 0.048 0.1008
H -6.292 3.857 0.501 0.1047
H -4.368 2.632 1.499 0.1179
F 1.508 -7.369 -3.314 0.0537
C 1.557 -6.080 -2.919 -0.2883
C 1.226 -5.093 -3.826 -0.0173
C 1.279 -3.770 -3.413 -0.0727
C 1.658 -3.452 -2.116 -0.0764
C 1.989 -4.467 -1.227 -0.0732
C 1.939 -5.795 -1.624 -0.0143
H 0.935 -5.364 -4.832 0.1170
H 1.020 -2.983 -4.109 0.1064
H 1.701 -2.426 -1.789 0.0770
H 2.294 -4.220 -0.218 0.0960
H 2.191 -6.601 -0.949 0.1169
```

Values from the calculation:
HOMO level   -9.247 eV
E_tot   -42455.056 eV
LUMO level   0.4 eV
Structure (SMILES)   CC[C@H](F)OC(=O)OCCCI.Fc1ccccc1.Fc1ccccc1
Net charge   0
Frontier orbital gap   0.354 Ha
Strongest force on any atom   1.14 eV/A